{
  "formula": "C2H12NO3",
  "method": "wB97M-V/def2-TZVPD",
  "symbols": ["N", "H", "H", "O", "H", "H", "C", "H", "H", "H", "C", "O", "H", "H", "H", "H", "O", "H"],
  "xyz": [[-0.22552, -1.00464, -1.38964], [-0.07753, -0.17900, -0.85934], [-1.62795, -2.14701, 3.00683], [-1.04357, 1.42169, -0.17418], [-1.96349, -0.82801, 3.12995], [0.23694, -1.91849, -3.28878], [-1.14957, -1.69086, -0.94883], [1.20671, -0.44485, -2.92441], [-1.16921, -2.05266, 0.09671], [3.96157, 3.20333, 3.45773], [0.21572, -0.94536, -2.78326], [-1.59813, -1.38754, 2.44201], [-0.39591, -0.26338, -3.30322], [-1.79774, 1.98966, 0.12554], [-0.18876, 1.62327, 0.27776], [3.97398, 3.41062, 1.98897], [3.72898, 2.75618, 2.65295], [-2.08653, -1.54296, -1.50680]],
  "forces_ev_per_a": [[3.784, 1.119, -2.427], [1.852, 0.657, 1.831], [0.424, -1.681, -0.060], [0.325, 0.068, 0.240], [-0.172, 1.283, -0.319], [-0.183, 0.252, 0.568], [-4.347, -1.159, 1.974], [-0.553, -0.773, 0.951], [-0.270, 1.106, -0.229], [0.120, 0.128, 0.807], [0.550, 0.693, -0.872], [-0.213, 0.339, 0.250], [-1.223, 0.628, -0.955], [1.484, -0.562, -0.091], [-1.526, 0.518, -0.051], [-0.029, -0.165, -0.144], [-0.116, 0.037, -0.691], [0.092, -2.488, -0.784]],
  "e_above_lowest_kcal_mol": 84.1,
  "e_homo_ev": -13.75,
  "total_charge": 1,
  "energy_ev": -9891.795,
  "homo_lumo_gap_ev": 8.0,
  "lumo_ev": -5.77,
  "multiplicity": 1
}